The following is a DFT calculation (ωB97M-V/def2-TZVPD) of a structure of composition C16H37AlBr3FN3O10P at a distorted geometry.

Structure (XYZ):
```
72
Properties=species:S:1:pos:R:3:forces:R:3:lowdin_charge:R:1
Al -14.2927 0.4231 20.1360 -0.814 0.578 0.875 1.05
F -16.4719 1.4012 21.9069 -0.060 -0.362 -0.748 -0.49
C -19.4252 3.0771 23.6027 0.032 0.207 0.238 -1.45
Br -20.4467 1.5759 24.4045 0.593 1.265 -0.550 0.71
Br -18.7316 4.4442 24.9126 -0.861 -1.372 -1.155 0.62
Br -20.4517 3.8856 22.1183 0.242 -0.081 0.788 0.61
H -18.5704 2.6459 23.0818 0.049 0.018 0.434 -0.07
O -17.0075 -0.2212 18.7924 -3.669 -0.342 -0.943 -0.31
P -18.4848 -0.2062 18.3889 2.259 -0.050 0.028 0.70
N -18.6992 -0.1337 16.6889 -0.848 0.676 0.897 -0.18
C -19.8698 0.5146 16.0909 -0.071 0.627 -0.038 -0.06
C -17.8787 -0.9277 15.7570 -0.722 -0.618 0.822 -0.01
N -19.4691 1.0031 19.0668 0.758 -4.360 0.233 -0.25
C -19.2571 2.3095 18.7059 1.072 2.860 -1.345 -0.11
C -19.7389 0.7379 20.4729 -0.465 -0.190 -0.239 -0.07
N -19.3175 -1.7198 18.6490 -0.095 0.997 -1.171 -0.18
C -18.5113 -2.9006 18.5547 1.044 0.224 0.533 -0.06
C -20.7139 -1.9590 18.2117 0.188 1.492 0.364 -0.03
H -19.5282 1.2900 15.4052 0.186 -0.323 -0.614 0.12
H -20.5244 1.0866 16.7485 0.323 -0.476 0.577 0.09
H -20.4949 -0.2228 15.5874 0.132 -0.071 -0.285 0.11
H -18.5135 -1.4492 15.0407 -0.304 0.329 -0.109 0.11
H -17.4315 -1.7298 16.3441 0.768 0.314 -0.130 0.08
H -17.1762 -0.3092 15.1984 0.237 0.041 0.300 0.13
H -18.7110 2.3754 17.7649 -0.272 0.042 -0.302 0.10
H -20.1782 2.8886 18.6393 -0.096 0.013 0.151 0.12
H -18.5623 2.8098 19.3805 -0.062 0.174 0.550 0.11
H -19.9774 -0.3201 20.5820 -0.159 0.254 0.341 0.08
H -18.8879 1.0226 21.0916 0.557 0.153 0.242 0.08
H -20.5701 1.3838 20.7556 -0.229 -0.126 0.254 0.07
H -18.4631 -3.1811 17.5025 -0.112 -0.569 -0.139 0.11
H -17.5006 -2.6481 18.8755 0.026 -0.283 0.140 0.09
H -18.9334 -3.6892 19.1776 -0.030 -0.161 -0.149 0.13
H -21.1726 -0.9920 18.0050 -0.206 0.036 0.373 0.08
H -21.2210 -2.4319 19.0527 -0.190 -0.129 -0.121 0.12
H -20.8294 -2.5232 17.2863 0.511 -0.491 0.175 0.11
C -20.3861 0.8290 28.1750 -0.497 0.494 -0.433 -0.02
O -19.6129 0.2507 27.1106 0.132 -0.476 -0.002 -0.07
C -18.3269 0.5808 26.9926 1.515 3.104 3.705 -0.62
O -17.6253 1.1858 27.8392 -2.100 -1.744 -1.916 0.10
O -17.9327 0.3046 25.8021 -0.381 -2.099 -2.261 -0.05
C -16.7075 0.7385 25.2575 0.333 1.186 0.106 -0.02
H -19.9952 0.5936 29.1649 -0.030 0.153 -0.229 0.11
H -21.4142 0.5008 28.0219 0.258 -0.757 0.218 0.10
H -20.5111 1.8912 27.9647 0.707 0.256 0.460 0.09
H -15.9976 0.9348 26.0610 0.086 -0.004 -0.236 0.11
H -16.9644 1.6443 24.7083 0.397 0.360 0.164 0.07
H -16.3237 0.0853 24.4738 -0.226 -0.470 0.519 0.07
C -14.9418 -4.8236 20.9642 2.631 -1.247 -0.764 -0.08
O -16.1975 -4.3422 21.2530 -2.028 -0.245 0.397 0.01
C -16.4021 -3.0975 21.6849 1.380 -0.791 -1.181 -0.59
O -15.5516 -2.2411 21.5253 -1.093 0.406 0.705 0.04
O -17.6437 -3.0352 22.1648 0.650 -0.394 0.215 0.02
C -17.9339 -1.7888 22.7849 0.388 1.234 -0.780 -0.02
H -14.3275 -5.0562 21.8340 -0.225 0.540 0.387 0.11
H -14.3227 -4.2665 20.2610 -0.325 0.814 0.201 0.09
H -14.9748 -5.7924 20.4658 -0.957 -0.057 0.061 0.10
H -17.1515 -1.5133 23.4921 -0.364 -0.266 0.242 0.09
H -18.9432 -1.7678 23.1959 0.289 -0.405 0.046 0.11
H -17.8305 -1.0734 21.9691 -0.259 0.602 0.240 0.06
C -16.2137 4.7847 21.9693 -0.313 -0.858 -0.159 -0.08
O -14.9749 5.4086 21.6752 2.306 -1.533 -1.238 -0.04
C -13.9216 4.5787 21.1808 -1.412 -0.888 1.058 -0.45
O -14.0364 3.4045 20.7517 0.006 3.397 0.939 -0.04
O -12.7561 5.1794 21.3434 -0.169 -2.027 -1.585 0.02
C -12.5367 6.3557 22.0645 -1.058 1.653 0.759 -0.04
H -16.4801 4.0267 21.2327 0.085 0.093 -0.245 0.07
H -16.9879 5.5510 22.0074 0.264 0.048 0.103 0.09
H -16.1366 4.2320 22.9056 -0.052 0.240 0.200 0.08
H -13.1183 7.1834 21.6584 -0.042 -0.040 -0.190 0.10
H -11.4912 6.6589 22.0096 -0.069 -0.634 0.067 0.11
H -12.9135 6.2141 23.0774 0.463 0.060 0.150 0.11
```
Positions in Å, forces in eV/Å.

Its total charge is +2. Its HOMO energy is -14.0 eV.

The following is a DFT calculation (ωB97M-V/def2-TZVPD) of a cluster of 3 separate species, C5H13NO2 in total at a distorted geometry.

Structure (XYZ):
```
21
Properties=species:S:1:pos:R:3:forces:R:3:nbo_charge:R:1
C -0.3041 0.0147 -1.4421 -1.398 -0.487 -0.528 0.04
C -1.8095 -0.0882 -1.4148 0.342 2.824 1.142 -0.69
C 0.6347 -0.0857 -0.3662 2.515 -2.186 2.575 0.48
N 0.1655 0.3475 0.9890 3.931 1.437 -1.291 -0.15
C 1.2752 0.1163 2.0742 -1.913 -0.989 -0.446 -0.43
C -0.2574 1.7597 1.0255 -2.375 -0.087 0.983 -0.47
O 1.7331 -0.7513 -0.4523 -3.783 2.877 0.034 -0.50
H 0.1204 -0.3369 -2.3508 0.653 0.162 -0.877 0.25
H -0.3897 2.0437 -1.9108 0.304 -1.005 0.225 0.19
H -2.2126 0.2622 -2.3817 0.143 -0.419 0.482 0.27
H -2.1505 0.6375 -0.5961 -0.106 -1.362 -1.103 0.23
H -2.1760 -1.0801 -1.1754 0.257 -0.427 0.058 0.31
H 1.6651 -0.8763 1.8604 0.121 0.162 0.230 0.25
H 0.7971 0.1281 3.0845 0.309 0.231 -0.960 0.25
H 2.0739 0.8634 1.9761 -0.407 -0.024 -0.147 0.25
H 0.5221 2.4971 0.7921 0.043 -0.513 -0.164 0.25
H -0.5861 1.9303 2.0698 0.214 0.131 -0.561 0.25
H -1.1792 1.9224 0.3946 1.232 -0.028 0.467 0.23
H 0.8777 -3.8124 -1.0213 -0.188 0.025 -0.011 0.49
H 0.9103 -2.4031 -0.3873 -0.804 -1.466 -0.727 0.47
O 0.2900 -3.0890 -0.7676 0.910 1.143 0.619 -0.96
```
Positions in Å, forces in eV/Å.

As for the expectation value of S²: 1.07. Its total charge is +1. Its spin multiplicity is 2. Its HOMO energy (spin up / spin down) is -14.5 / -14.4 eV.

The following is a DFT calculation (ωB97M-V/def2-TZVPD) of a cluster of 2 separate species, C3H7NO3 in total at a distorted geometry.

Structure (XYZ):
```
14
Properties=species:S:1:pos:R:3:forces:R:3:nbo_charge:R:1
C -1.3592 -0.8934 -0.8752 -1.752 0.571 0.437 -0.75
C -0.2259 0.0435 -1.1051 1.395 -1.001 0.546 0.70
O -0.2381 1.0838 -1.6761 -0.601 0.634 -0.657 -0.48
N 1.0029 -0.4743 -0.5496 -0.793 0.124 -0.527 -0.81
C 1.3447 -0.3700 0.8001 2.025 -0.654 1.071 0.53
O 1.5545 -1.3226 1.5056 -0.436 -0.272 -0.304 -0.49
H -1.3776 -1.7989 -1.4748 0.522 0.059 -0.255 0.26
H -2.2959 -0.3580 -1.0677 0.053 -0.137 -0.105 0.23
H -1.4003 -1.2342 0.1638 0.306 0.050 -0.029 0.25
H 1.6705 -0.7736 -1.2373 0.382 -0.056 0.227 0.43
H 1.7100 0.5786 1.2335 -0.998 0.532 -0.503 0.13
O -1.3746 1.5874 1.5006 0.137 0.339 0.784 -0.93
H -1.2770 1.0594 0.7187 -0.262 -0.108 -0.541 0.46
H -2.2883 1.8855 1.5305 0.023 -0.080 -0.143 0.48
```
Positions in Å, forces in eV/Å.

Its HOMO energy is -10.2 eV. Its structure (SMILES) is CC(=O)NC=O.O.

The following is a DFT calculation (ωB97M-V/def2-TZVPD) of a cluster of 2 separate species, C6H16O2 in total at a distorted geometry.

Structure (XYZ):
```
24
Properties=species:S:1:pos:R:3:forces:R:3:nbo_charge:R:1
C 3.6454 2.1861 -2.5647 -0.419 0.429 -0.893 -0.63
C 2.4544 1.8853 -3.5393 1.033 -0.112 -0.002 0.10
C 2.7153 0.6299 -4.4035 -0.328 -0.089 0.696 -0.63
O 2.2893 2.9977 -4.4624 -0.706 -0.441 0.660 -0.73
H 3.4047 3.0866 -1.9750 0.160 -0.341 -0.225 0.22
H 4.5462 2.3908 -3.1675 -0.255 -0.048 0.283 0.21
H 3.8679 1.3593 -1.8694 -0.315 0.207 -0.417 0.21
H 1.5692 1.7822 -2.8792 0.126 -0.109 -0.625 0.16
H 3.5720 0.7621 -5.0855 -0.339 0.164 0.377 0.22
H 1.8188 0.4029 -5.0046 0.346 -0.003 0.160 0.20
H 2.9216 -0.2279 -3.7416 -0.106 0.156 -0.330 0.21
H 1.4198 2.8626 -4.8938 0.802 0.187 0.315 0.47
C -3.9107 -0.7942 3.6075 -0.034 -0.465 -0.031 -0.63
C -2.9270 -1.9172 3.9986 1.658 1.722 0.026 0.10
C -1.6295 -1.8373 3.1476 -0.285 0.559 -0.045 -0.63
O -3.4741 -3.1798 3.8411 -0.635 -1.460 1.096 -0.72
H -4.8521 -0.8908 4.1741 0.370 0.031 -0.214 0.22
H -4.1364 -0.8869 2.5318 -0.012 0.090 0.367 0.21
H -3.4893 0.2080 3.7934 -0.050 -0.456 -0.064 0.21
H -2.6220 -1.7704 5.0546 -0.260 0.019 -0.292 0.14
H -1.0110 -0.9906 3.4900 -0.159 -0.249 -0.238 0.20
H -1.9301 -1.6533 2.1024 0.294 -0.129 0.260 0.20
H -1.0190 -2.7553 3.1817 -0.409 0.316 0.166 0.21
H -3.2233 -3.6497 4.6637 -0.477 0.023 -1.031 0.47
```
Positions in Å, forces in eV/Å.

Its HOMO energy is -10.2 eV. Its structure (SMILES) is CC(C)O.CC(C)O.

The following is a DFT calculation (ωB97M-V/def2-TZVPD) of a structure of composition C39H30N4O4PSV at a distorted geometry.

Structure (XYZ):
```
80
Properties=species:S:1:pos:R:3:forces:R:3:lowdin_charge:R:1
V -1.0108 1.2116 -1.6066 -0.641 -0.208 -0.914 0.95
C -1.1222 3.9850 1.7877 0.054 0.014 -0.096 -0.10
C -2.0376 3.3739 2.6908 -0.002 -0.005 -0.016 -0.10
C -2.6088 2.1850 2.3439 -0.011 -0.023 0.020 -0.04
C -2.2823 1.5587 1.1194 -0.076 -0.106 0.078 -0.23
N -1.3624 2.1428 0.2698 0.282 -0.176 -0.259 -0.04
C -0.8414 3.3425 0.6167 -0.095 0.078 -0.033 -0.17
C -2.8426 0.3275 0.6620 0.019 -0.043 0.239 -0.22
C -3.7918 -0.4387 1.3810 0.095 0.082 -0.056 -0.03
C -4.2461 -1.6152 0.8560 -0.004 -0.050 -0.063 -0.09
C -3.7639 -2.0530 -0.3910 0.080 0.050 0.008 -0.07
C -2.8434 -1.2660 -1.0385 -0.057 0.014 -0.025 -0.10
N -2.3894 -0.1065 -0.5443 0.242 0.259 -0.089 0.03
H -0.6643 4.9419 1.9959 -0.018 0.004 0.026 0.09
H -2.2894 3.8493 3.6299 0.007 0.003 -0.001 0.09
H -3.3189 1.7140 3.0097 -0.002 -0.012 -0.005 0.10
H -0.1626 3.7664 -0.1142 -0.003 0.048 0.052 0.11
H -4.1496 -0.0924 2.3399 -0.003 -0.011 0.009 0.10
H -4.9709 -2.2064 1.4023 0.009 -0.011 -0.003 0.10
H -4.0862 -2.9815 -0.8389 -0.025 -0.009 0.021 0.10
H -2.4376 -1.5485 -2.0001 -0.054 -0.051 -0.002 0.11
S -1.1156 5.2231 -3.8464 -0.080 0.068 -0.034 0.98
C -2.7436 4.8676 -3.4312 -0.070 -0.034 0.010 -0.43
C -2.8568 3.7164 -2.7121 -0.014 -0.017 -0.021 -0.18
C -1.6091 3.0705 -2.4481 -0.008 -0.031 0.102 -0.22
C -0.5993 3.7937 -3.0189 0.270 -0.122 0.237 -0.54
C 0.7733 3.3642 -2.8507 0.157 0.124 -0.044 -0.27
C 1.8993 3.9904 -3.3923 -0.011 -0.031 0.062 -0.02
C 3.1496 3.4752 -3.1175 0.053 0.017 -0.021 -0.07
C 3.2746 2.3448 -2.3171 -0.125 -0.055 0.041 -0.06
C 2.1144 1.7670 -1.8339 0.076 0.055 -0.022 -0.11
N 0.9070 2.2629 -2.0874 -0.340 -0.051 0.121 0.04
H -3.5399 5.5179 -3.7608 0.028 0.019 -0.011 0.05
H -3.8143 3.3224 -2.3971 0.002 0.007 0.003 0.10
H 1.7774 4.8655 -4.0166 0.001 -0.003 -0.006 0.10
H 4.0299 3.9527 -3.5309 0.006 -0.013 0.008 0.10
H 4.2326 1.9067 -2.0783 0.029 0.032 -0.024 0.10
H 2.1288 0.8725 -1.2228 0.046 0.012 -0.012 0.09
O -2.3405 -0.6863 -4.9932 0.100 0.093 0.208 0.05
C -1.7512 -0.2288 -4.0283 -0.022 -0.225 -0.349 -0.57
O -2.1749 0.6927 -3.2350 0.266 0.010 0.320 -0.13
C -0.3433 -0.7739 -3.6167 0.207 -0.251 -0.152 -0.54
O 0.2720 -1.5953 -4.2730 -0.200 0.190 0.097 0.06
O 0.0771 -0.2585 -2.5010 -0.175 0.347 0.517 -0.18
N 1.2231 1.4616 1.7343 0.223 0.015 0.114 0.12
C 2.0730 0.5672 2.3428 -0.071 0.171 0.003 -0.33
C 2.9417 1.0350 3.3434 -0.026 -0.022 -0.011 -0.05
C 3.8287 0.1847 3.9659 0.049 -0.059 0.001 -0.11
C 3.8861 -1.1606 3.6083 -0.004 0.085 0.034 -0.11
C 3.0334 -1.6198 2.6224 -0.008 -0.024 -0.036 -0.09
C 2.1215 -0.7884 1.9733 0.100 -0.076 0.062 -0.31
P 0.9694 -1.3667 0.6708 -0.240 0.250 -0.075 1.13
C -0.2110 -2.3574 1.6550 0.019 0.029 0.090 -0.36
C -0.8309 -3.4811 1.1151 -0.146 -0.023 -0.048 -0.11
C -1.7984 -4.1693 1.8328 -0.022 0.000 -0.018 -0.09
C -2.1776 -3.7334 3.0930 0.004 0.018 0.048 -0.11
C -1.5815 -2.6007 3.6319 -0.008 -0.041 0.008 -0.09
C -0.6048 -1.9220 2.9213 0.007 -0.001 0.007 -0.09
C 1.9013 -2.6366 -0.2418 0.014 -0.106 -0.032 -0.36
C 2.3834 -2.2717 -1.4969 -0.032 -0.064 0.028 -0.08
C 3.1122 -3.1772 -2.2574 -0.014 0.046 -0.054 -0.07
C 3.3491 -4.4553 -1.7807 0.000 -0.038 -0.012 -0.09
C 2.8364 -4.8423 -0.5472 0.013 -0.003 -0.031 -0.09
C 2.1110 -3.9407 0.2123 0.106 0.036 0.072 -0.12
H 0.4522 1.1291 1.1820 -0.034 -0.126 -0.071 0.02
H 1.0354 2.3301 2.2034 0.008 0.035 0.040 0.08
H 2.9054 2.0841 3.6150 -0.004 -0.005 0.007 0.10
H 4.4876 0.5733 4.7334 -0.002 -0.006 0.003 0.10
H 4.5824 -1.8345 4.0894 0.005 0.005 0.002 0.09
H 3.0780 -2.6610 2.3391 -0.012 -0.124 -0.059 0.09
H -0.5592 -3.8260 0.1241 -0.032 0.036 0.019 0.11
H -2.2658 -5.0430 1.3949 0.001 -0.002 0.006 0.10
H -2.9345 -4.2696 3.6523 -0.007 0.003 -0.008 0.10
H -1.8738 -2.2437 4.6122 -0.004 -0.013 0.000 0.10
H -0.1379 -1.0481 3.3616 0.010 0.012 -0.023 0.10
H 2.1190 -1.3065 -1.9097 0.018 -0.006 -0.018 0.07
H 3.4502 -2.8847 -3.2430 0.003 -0.018 0.000 0.11
H 3.9015 -5.1658 -2.3837 0.005 0.008 0.007 0.10
H 2.9882 -5.8520 -0.1849 0.010 0.004 -0.007 0.10
H 1.6795 -4.2604 1.1532 0.079 0.019 0.029 0.10
```
Positions in Å, forces in eV/Å.

As for the expectation value of S²: 3.78. Its total charge is -1. Its spin multiplicity is 4. Its HOMO energy (spin up / spin down) is -3.0 / -5.4 eV.

The following is a DFT calculation (ωB97M-V/def2-TZVPD) of a structure of composition C17H26GeN3O7STa.

Structure (XYZ):
```
56
Properties=species:S:1:pos:R:3:forces:R:3:nbo_charge:R:1
Ta -0.2089 1.5175 -0.1102 0.208 0.419 -0.197 2.15
O -1.7327 2.2961 3.4457 -0.098 -0.024 -0.025 -0.74
C -1.5420 1.3838 2.4296 -0.209 -0.100 0.329 0.41
O -1.5494 2.0052 1.1764 -0.055 -0.099 -0.357 -0.81
C -2.5397 0.2228 2.4315 -0.073 0.174 0.206 -0.10
O -1.8101 -0.9105 1.9880 -0.010 -0.124 -0.168 -0.56
C -0.5442 -0.8620 2.6568 0.141 0.154 0.273 0.04
C -0.1452 0.6477 2.6987 0.210 -0.109 0.101 0.50
O 0.4548 1.0746 3.7601 -0.070 -0.082 -0.002 -0.86
O 0.6450 0.8683 1.4240 -0.274 -0.034 -0.343 -0.86
H -0.8674 2.2102 3.9311 0.073 -0.019 0.026 0.51
H -3.3758 0.3818 1.7507 0.005 0.023 0.005 0.19
H -2.9073 0.0639 3.4555 0.029 0.016 -0.055 0.17
H -0.0397 -2.8332 2.0474 0.063 0.000 -0.012 0.21
H -0.7001 -1.1326 3.7132 0.014 -0.033 -0.046 0.17
O -1.3281 2.7367 -1.4793 -0.007 -0.057 0.201 -0.63
N -0.9527 3.0632 -2.7128 0.073 0.010 0.023 -0.01
C -1.9106 2.9914 -3.6611 -0.010 -0.018 -0.067 0.02
C -1.6547 3.3107 -4.9634 -0.032 0.003 0.077 -0.30
C -0.3538 3.7298 -5.2920 0.026 -0.012 0.012 -0.19
C 0.5959 3.8169 -4.3164 -0.028 0.003 -0.034 -0.25
C 0.3273 3.5000 -2.9558 0.021 0.041 -0.084 0.03
S 1.4485 3.6423 -1.7192 -0.011 -0.065 0.129 -0.21
H -2.8630 2.6564 -3.2778 -0.012 0.014 -0.015 0.24
H -2.4440 3.2475 -5.6968 -0.010 -0.014 -0.005 0.22
H -0.1036 3.9862 -6.3134 -0.007 0.006 -0.009 0.21
H 1.6022 4.1408 -4.5366 0.005 0.007 -0.004 0.23
N -2.3104 -1.7821 -3.3076 0.014 0.060 0.052 -0.53
C -2.3961 -2.4862 -2.1277 -0.010 -0.042 0.018 -0.13
C -2.1972 -1.5704 -1.1370 -0.022 -0.104 0.021 -0.09
N -1.9918 -0.3301 -1.6865 -0.102 0.243 0.057 -0.46
C -2.0631 -0.4862 -2.9799 0.068 -0.037 -0.113 0.17
H -2.3901 -2.1528 -4.2362 0.002 -0.018 -0.005 0.41
H -2.5846 -3.5445 -2.1046 0.002 -0.009 0.001 0.21
H -2.1679 -1.7043 -0.0663 -0.006 -0.020 0.008 0.26
H -1.9139 0.2813 -3.7247 -0.025 -0.028 0.038 0.20
C 1.2668 -0.6470 -2.0133 0.013 -0.189 -0.002 -0.22
O 0.7760 0.4826 -1.3884 0.159 -0.003 -0.102 -0.84
H 1.7178 -0.3901 -2.9802 -0.016 0.018 0.043 0.16
H 0.4676 -1.3809 -2.1887 0.045 0.020 0.001 0.16
H 2.0368 -1.1302 -1.3987 -0.029 0.021 -0.017 0.17
C 3.1557 -3.2380 1.5286 -0.042 0.055 0.121 -1.09
Ge 2.2206 -1.9659 2.7250 -0.062 0.095 0.045 1.62
C 3.2397 -0.2963 2.8052 0.075 -0.163 0.045 -1.09
C 2.1203 -2.7872 4.5193 0.008 0.054 -0.128 -1.09
C 0.3975 -1.8283 1.9855 0.051 -0.108 0.047 -0.85
H 4.1382 -3.4968 1.9272 0.017 0.009 0.009 0.22
H 3.2975 -2.7902 0.5440 -0.013 0.023 -0.016 0.22
H 2.5845 -4.1594 1.4051 -0.027 -0.014 0.010 0.21
H 3.8906 -0.3060 3.6822 0.017 -0.044 0.003 0.21
H 2.5529 0.5421 2.8913 -0.023 0.002 0.019 0.29
H 3.8636 -0.1812 1.9172 -0.055 0.014 -0.039 0.21
H 3.1159 -3.0560 4.8767 0.023 0.007 -0.015 0.21
H 1.5062 -3.6892 4.5062 -0.009 -0.011 -0.025 0.21
H 1.6823 -2.0835 5.2269 -0.022 0.048 -0.016 0.24
H 0.4837 -1.5789 0.9257 0.003 0.041 -0.016 0.23
```
Positions in Å, forces in eV/Å.

As for the expectation value of S²: 0.75. Its total charge is -1. Its spin multiplicity is 2. Its HOMO energy (spin up / spin down) is -3.2 / -4.5 eV.